No. 1
A cluster of 2 separate species, C3H10N3Si in total, computed with ωB97M-V/def2-TZVPD.

```
! RIJCOSX wB97M-V def2-TZVPD def2/J DEFGRID3
* xyz 1 1
Si -0.161 -0.156 -0.013
N 2.597 1.353 0.956
N 2.906 0.527 0.235
N 3.002 -0.106 -0.748
C 0.191 0.011 -1.848
C 0.064 -1.819 0.792
C -0.777 1.178 1.149
H -0.143 -2.773 0.244
H 0.756 -0.858 -2.233
H -0.027 1.176 1.982
H 1.166 -2.005 1.194
H -0.642 0.221 -2.647
H 3.783 -0.887 -0.915
H -0.851 2.197 0.698
H -0.635 -1.767 1.643
H -1.697 0.847 1.618
H 0.919 0.808 -1.921
*
```

Results
Gap between HOMO and LUMO = 9.02 eV
Calculated total energy = -15611.3126 eV
Energy relative to the best compared isomer or geometry (same formula, charge and spin) = 260.2 kJ/mol
F_max = 7.2 eV Å⁻¹


No. 2
A structure of composition C28H40N5Y, computed with ωB97M-V/def2-TZVPD.

```
! RIJCOSX wB97M-V def2-TZVPD def2/J DEFGRID3
* xyz 2 1
Y -0.282 -0.365 -0.553
N -2.181 1.661 4.901
N -0.083 -0.166 1.706
N -0.733 0.104 3.785
N -3.524 1.766 4.631
N -3.854 2.989 4.624
C -3.542 0.315 -3.448
C 0.440 -2.670 -2.666
C -2.617 -0.867 -3.131
C 1.018 -0.329 2.550
C 0.622 -0.162 3.828
C -0.559 -3.624 -1.993
C 1.298 3.036 -4.167
C -0.241 4.755 5.457
C -0.360 3.387 5.358
C -0.779 0.902 -3.250
C 0.541 3.313 -1.793
C 1.718 -2.798 -1.816
C 0.736 -3.131 -4.089
C 1.293 2.396 -2.769
C -1.128 0.096 2.509
C -2.911 -1.968 -4.154
C 1.031 -0.191 -2.490
C -1.602 0.371 4.958
C -2.942 -1.300 -1.694
C -2.597 5.145 5.005
C -2.730 3.756 4.899
C -1.341 5.626 5.284
C 0.564 1.080 -2.855
C -2.514 0.380 2.046
C -0.013 -1.185 -2.624
C 2.728 2.207 -2.287
C -1.143 -0.443 -3.127
C -1.646 2.911 5.079
H -2.423 -2.914 -3.937
H -3.984 -2.155 -4.207
H -0.144 -4.630 -1.939
H -2.765 1.436 2.149
H 0.287 3.248 -4.516
H 1.521 -2.521 -4.539
H -0.985 0.227 5.843
H -0.769 -3.340 -0.946
H -3.262 -0.178 2.609
H 1.161 -0.209 4.758
H 0.492 2.738 5.510
H 1.969 -3.848 -1.670
H 0.477 2.860 -0.793
H 1.069 -4.171 -4.092
H -2.719 -0.453 -1.002
H 3.214 3.175 -2.176
H 1.596 -2.396 -0.785
H -4.006 -1.473 -1.526
H -2.419 -2.206 -1.377
H 2.006 -0.547 2.180
H 1.846 3.979 -4.141
H -3.450 5.797 4.883
H -2.414 -0.353 4.963
H 1.067 4.261 -1.680
H -4.580 -0.010 -3.379
H 2.773 1.708 -1.313
H -2.583 -1.646 -5.143
H -0.472 3.530 -2.135
H -1.182 6.691 5.385
H 1.784 2.384 -4.895
H -3.382 0.681 -4.463
H 0.728 5.182 5.683
H 2.591 -2.312 -2.244
H -0.151 -3.055 -4.718
H -2.642 0.100 0.996
H -1.439 1.694 -3.570
H 2.072 -0.424 -2.325
H -3.406 1.149 -2.757
H -1.515 -3.697 -2.503
H 3.318 1.622 -2.995
*
```

Results
Gap between HOMO and LUMO = 6.73 eV
Calculated total energy = -38164.3656 eV
Energy relative to the best compared isomer or geometry (same formula, charge and spin) = 0.0 kJ/mol
F_max = 2.6 eV Å⁻¹


No. 3
A structure of composition C33H40BeN4P2Se, computed with ωB97M-V/def2-TZVPD.

```
! RIJCOSX wB97M-V def2-TZVPD def2/J DEFGRID3
* xyz 0 1
Se 1.624 -1.628 -0.020
P -0.451 8.247 -3.147
P 0.687 6.366 -5.438
N 0.237 9.784 -2.736
N 1.927 6.148 -6.648
N -0.666 5.519 -6.112
N -2.044 8.328 -2.436
C -0.867 -0.683 -1.935
C 1.825 6.164 -8.034
C 3.275 6.258 -6.307
C 1.505 11.212 -1.553
C -4.213 8.778 -2.103
C 0.861 -3.052 1.026
C -0.270 2.695 -1.360
C 0.815 -4.337 3.084
C -2.798 0.817 -1.148
C -0.643 -4.940 1.247
C -0.127 -3.884 0.486
C -2.084 3.795 -6.373
C 0.344 0.155 2.043
C -0.916 8.577 -4.910
C 4.012 6.333 -7.465
C -1.898 1.218 0.009
C 0.062 0.309 -2.232
C 1.202 9.887 -1.733
C 0.704 11.961 -2.469
C -0.807 2.074 -0.090
C -2.621 7.194 -1.865
C -3.955 7.447 -1.651
C -1.473 5.808 -7.214
C -2.365 -0.504 -1.830
C 1.335 -3.286 2.324
C -1.052 4.276 -5.608
C 0.201 8.105 -5.849
C -2.349 4.765 -7.388
C -0.173 -5.165 2.546
C -0.283 1.747 -2.583
C 3.094 6.267 -8.558
C -0.065 11.073 -3.179
C -3.033 9.293 -2.586
Be 0.000 0.000 0.000
H 5.088 6.405 -7.526
H -1.255 1.781 -3.082
H 1.311 0.653 2.199
H -0.785 11.243 -3.964
H 0.764 3.000 -1.162
H -2.753 -1.346 -1.246
H -0.824 3.616 -1.598
H -4.664 6.766 -1.202
H -3.818 0.692 -0.771
H 1.062 8.773 -5.752
H 2.107 -2.653 2.742
H -2.801 10.258 -3.008
H 1.184 -4.511 4.087
H -0.448 2.532 0.830
H -1.844 8.056 -5.161
H -2.601 2.858 -6.222
H -2.015 6.321 -1.672
H -5.157 9.304 -2.055
H -2.828 -0.578 -2.826
H -0.116 8.118 -6.898
H 1.065 -0.018 -2.496
H 0.864 6.084 -8.517
H 0.701 13.035 -2.596
H -0.434 0.746 2.542
H -2.298 1.041 1.005
H 0.448 2.113 -3.312
H -0.487 -3.723 -0.520
H -2.839 1.627 -1.881
H -1.101 9.654 -5.004
H 3.342 6.274 -9.611
H 3.567 6.272 -5.267
H -0.545 3.866 -4.747
H 1.574 8.993 -1.253
H -3.108 4.706 -8.156
H -1.363 6.728 -7.767
H -0.535 -1.717 -2.017
H -1.401 -5.588 0.830
H 2.227 11.607 -0.851
H 0.397 -0.832 2.513
H -0.570 -5.982 3.133
*
```

Results
Gap between HOMO and LUMO = 5.16 eV
Calculated total energy = -125152.4748 eV
F_max = 4.2 eV Å⁻¹


No. 4
A cluster of 7 separate species, C12H36FO6 in total, computed with ωB97M-V/def2-TZVPD.

```
! RIJCOSX wB97M-V def2-TZVPD def2/J DEFGRID3
* xyz -1 1
F -0.219 0.071 -0.356
O 0.432 2.825 -0.277
O 0.857 -2.771 -1.829
O -2.610 0.203 -3.722
O 0.794 -0.285 2.330
O -2.687 -0.121 0.595
O -0.544 -2.519 1.037
C 1.871 2.910 -0.206
C 2.484 1.300 3.054
C -2.024 2.151 -2.650
C 2.236 -0.148 2.333
C 2.080 -2.077 -1.655
C 2.066 -1.057 -2.838
C -4.501 0.085 2.153
C -0.605 -3.573 1.970
C -3.033 -0.383 1.961
C 0.888 -3.998 2.185
C 2.324 3.970 -1.161
C -2.569 1.549 -3.950
H -1.766 0.137 0.673
H 3.554 1.467 3.174
H -2.965 -1.429 2.261
H -2.325 0.074 2.652
H -1.213 -4.273 1.396
H 2.125 -1.608 -0.672
H 0.819 -4.776 2.946
H 0.180 1.909 -0.142
H 2.080 -1.532 -3.819
H 2.247 3.537 -2.158
H -4.547 1.114 1.795
H 2.116 3.314 0.777
H 2.748 -0.921 2.905
H 2.501 -0.182 1.276
H 1.898 2.010 2.469
H -1.033 1.739 -2.457
H -4.924 0.089 3.158
H 3.305 4.400 -0.956
H -1.172 -3.378 2.880
H 0.750 -3.015 -2.751
H 2.909 -2.785 -1.657
H -2.596 1.956 -1.743
H 1.082 -0.589 -2.883
H -2.784 -0.209 -4.572
H 2.885 -0.351 -2.701
H 1.327 -4.359 1.255
H 1.488 -3.165 2.551
H -0.039 -1.814 1.447
H 1.535 4.721 -1.209
H 2.364 1.939 -0.248
H -1.774 1.757 -4.666
H -5.161 -0.561 1.575
H 2.009 1.423 4.028
H -1.948 3.238 -2.657
H -3.459 2.051 -4.331
H 0.547 -0.062 1.430
*
```

Results
Gap between HOMO and LUMO = 8.88 eV
Calculated total energy = -28029.1137 eV
Energy relative to the best compared isomer or geometry (same formula, charge and spin) = 339.4 kJ/mol
F_max = 3.2 eV Å⁻¹


No. 5
A structure of composition C6H11FN3O5S2, computed with ωB97M-V/def2-TZVPD.

```
! RIJCOSX wB97M-V def2-TZVPD def2/J DEFGRID3
* xyz -1 1
S -4.243 -1.228 1.582
S -1.809 -0.371 0.837
F -5.067 -1.324 2.952
O 2.323 2.395 -1.723
O -2.129 0.794 0.047
O -4.156 -2.568 1.127
O -5.007 -0.341 0.778
O -1.546 -1.537 0.041
N -2.864 -0.581 2.050
N 0.474 2.246 -3.019
N 2.526 1.566 -3.828
C -0.284 0.030 1.731
C 1.808 2.092 -2.784
C 0.827 0.169 0.686
C 2.123 -0.582 1.008
C 1.708 -2.938 2.132
C 1.918 -1.965 1.470
H 2.703 -0.657 0.082
H -0.473 0.933 2.309
H 1.442 -3.856 2.580
H 2.770 -0.041 1.697
H 3.509 1.437 -3.686
H -0.085 2.620 -2.272
H 2.122 1.307 -4.706
H 0.028 1.999 -3.881
H 0.438 -0.049 -0.306
H 1.087 1.229 0.651
H -0.143 -0.782 2.447
*
```

Results
Gap between HOMO and LUMO = 7.96 eV
Calculated total energy = -45496.7258 eV
F_max = 1.4 eV Å⁻¹


No. 6
A cluster of 2 separate species, C4H15N2O in total, computed with ωB97M-V/def2-TZVPD.

```
! RIJCOSX wB97M-V def2-TZVPD def2/J DEFGRID3
* xyz 1 1
O 2.510 1.911 0.138
N -2.278 0.479 0.363
N 0.191 0.214 1.251
C 1.611 -1.490 -0.021
C -0.841 -0.873 -0.749
C -1.940 0.399 -1.037
C 0.585 -0.385 -0.169
H -1.572 1.286 -1.466
H -0.813 0.510 1.258
H 3.360 1.718 0.521
H 2.363 -1.074 0.762
H 1.841 -1.864 -0.996
H -1.162 -1.739 -0.076
H -2.766 -0.047 -1.657
H -2.460 -0.447 0.820
H -0.858 -1.209 -1.798
H 2.543 2.841 -0.041
H 0.843 0.467 -0.893
H -3.311 0.990 0.366
H 0.592 -0.488 1.855
H 0.972 -2.287 0.302
H 0.589 1.088 1.270
*
```

Results
Gap between HOMO and LUMO = 11.35 eV
Calculated total energy = -9410.6239 eV
Energy relative to the best compared isomer or geometry (same formula, charge and spin) = 293.2 kJ/mol
F_max = 6.7 eV Å⁻¹


No. 7
An isolated molecule of C18H24ClN3O5S3, computed with ωB97M-V/def2-TZVPD.

```
! RIJCOSX wB97M-V def2-TZVPD def2/J DEFGRID3
* xyz 0 1
Cl 4.168 -2.349 -2.715
S -2.975 -1.709 -0.387
S -1.924 0.861 0.948
S 1.363 -1.195 2.754
O -0.817 1.639 -3.300
O 1.196 -2.363 3.565
O -3.929 -0.737 -0.843
O -2.138 -2.341 -1.369
O 2.012 -0.043 3.348
N 0.065 1.754 2.590
N 0.426 1.988 -0.754
N -0.958 -1.476 1.401
C 2.289 -2.785 -0.838
C -4.649 -3.815 -0.318
C 0.166 3.108 -1.648
C 3.372 -0.897 0.896
C -0.187 -0.623 2.101
C 1.576 2.223 0.104
C 3.983 -1.134 -0.323
C -0.517 0.716 1.970
C 0.080 3.069 1.993
C 2.234 -1.602 1.237
C -1.043 2.792 -2.528
C 1.689 -2.547 0.386
C 0.609 0.774 -1.540
C -0.594 0.537 -2.455
C -3.799 -2.979 0.613
C 3.429 -2.071 -1.185
C -1.895 -0.874 0.762
C 1.348 3.305 1.164
H -4.017 -4.251 -1.088
H 0.026 3.813 2.794
H 3.767 -0.174 1.593
H -5.155 -4.612 0.223
H -1.929 2.649 -1.891
H 1.283 4.290 0.702
H 0.905 1.481 3.103
H -3.003 -3.547 1.085
H 1.803 1.279 0.608
H 4.873 -0.596 -0.608
H 0.718 -0.078 -0.863
H 1.521 0.841 -2.160
H 1.871 -3.507 -1.521
H -1.226 3.606 -3.232
H -4.388 -2.449 1.356
H -0.412 -0.324 -3.099
H 0.795 -3.073 0.679
H -0.047 3.999 -1.056
H 1.038 3.309 -2.295
H -0.803 3.161 1.359
H 2.467 2.498 -0.490
H -1.492 0.341 -1.854
H -5.392 -3.183 -0.799
H 2.216 3.303 1.826
*
```

Results
Gap between HOMO and LUMO = 8.81 eV
Calculated total energy = -78790.1317 eV
SMILES = CCS(=O)(=O)c1nc(S(=O)(=O)c2ccc(Cl)cc2)c(NCCCN2CCOCC2)s1
F_max = 0.9 eV Å⁻¹


No. 8
A structure of composition C34H28N5P2PdS2Se2, computed with ωB97M-V/def2-TZVPD.

```
! RIJCOSX wB97M-V def2-TZVPD def2/J DEFGRID3
* xyz 1 3
Pd -2.609 -1.899 -0.028
Se 4.335 -2.229 -0.941
Se -2.543 0.701 -0.489
S -7.195 -2.218 -0.012
S -3.279 -7.165 -0.069
P -0.413 1.009 0.114
P 3.251 -0.360 -0.858
N -2.923 -4.691 0.691
N -0.542 -1.776 -0.229
N -4.613 -2.358 0.366
N 0.293 -2.857 -0.349
N 1.553 -2.433 -0.524
C -2.299 -5.808 0.544
C 4.156 1.242 -2.902
C 3.682 0.708 0.547
C 4.782 1.592 0.617
C 3.268 1.230 -5.128
C -4.226 -4.788 0.341
C -6.407 -3.720 -0.057
C 0.465 4.693 -2.361
C -0.571 2.211 4.528
C -5.631 -1.516 0.459
C 2.042 0.120 -3.357
C -0.422 1.438 1.801
C -0.490 0.475 2.819
C 4.207 2.151 2.895
C 2.146 0.579 -4.651
C 1.608 -1.042 -0.535
C 2.968 0.416 1.756
C -5.564 -0.163 1.024
C 4.989 2.331 1.764
C 0.303 2.236 -1.000
C -4.641 -6.090 0.011
C -0.475 3.176 3.496
C 1.167 4.469 -1.175
C -0.830 -5.848 0.719
C 0.204 -0.613 -0.297
C 3.173 1.267 2.867
C -0.574 0.857 4.183
C -0.307 3.672 -2.905
C -0.382 2.459 -2.211
C -0.500 2.788 2.173
C 1.212 3.222 -0.578
C 4.296 1.543 -4.250
C 3.063 0.464 -2.443
C -5.061 -3.630 0.183
H -0.474 -4.842 0.991
H -6.989 -4.557 -0.319
H -4.505 0.048 1.244
H 4.423 2.763 3.788
H 5.236 1.942 -4.619
H -5.641 -6.448 -0.136
H -6.051 0.613 0.406
H -0.649 2.499 5.589
H -0.549 -6.607 1.481
H -0.328 -6.112 -0.243
H -0.585 3.565 1.420
H 5.485 1.672 -0.219
H 2.541 1.117 3.753
H -1.030 1.633 -2.590
H 5.882 2.948 1.799
H -0.791 3.778 -3.895
H 1.163 -0.504 -3.093
H 1.275 0.475 -5.289
H -0.650 0.052 4.895
H 1.675 5.318 -0.754
H -0.475 -0.584 2.586
H 4.954 1.566 -2.211
H 2.281 -0.453 1.794
H 3.349 1.503 -6.200
H -0.435 4.218 3.756
H 0.481 5.672 -2.800
H -6.096 -0.181 2.000
H 1.838 3.056 0.315
*
```

Results
Gap between HOMO and LUMO (spin up / spin down) = 6.28 / 4.70 eV
Calculated total energy = -217576.0350 eV
F_max = 4.1 eV Å⁻¹
⟨S²⟩ = 2.0077


No. 9
A cluster of 15 separate species, C5H41NO14S in total, computed with ωB97M-V/def2-TZVPD.

```
! RIJCOSX wB97M-V def2-TZVPD def2/J DEFGRID3
* xyz 0 1
S -0.357 -1.182 -3.485
O -0.708 -4.508 0.032
O 4.748 -1.212 1.346
O 2.804 0.617 1.905
O -0.051 -3.760 3.062
O 3.387 -1.006 -1.596
O 0.961 3.266 -1.454
O -0.837 5.582 2.088
O 3.514 2.893 0.638
O 1.539 4.530 1.792
O -3.896 -2.604 -1.305
O -3.399 -1.280 0.899
O -3.971 0.456 -3.773
O 1.567 -1.043 3.899
O 2.010 -2.716 -0.096
N -1.847 1.205 0.226
C -1.318 -1.655 -2.017
C -0.844 -0.866 -0.755
C -0.917 1.827 1.170
C -3.055 1.994 -0.086
C -1.106 0.590 -0.952
H -1.074 4.836 2.633
H 3.267 2.197 1.285
H 4.363 3.212 0.961
H -2.932 -0.486 1.227
H 1.526 3.312 -0.671
H 2.818 -3.234 -0.044
H 2.629 1.007 2.779
H 2.097 4.260 1.052
H -0.158 1.182 -1.007
H -1.622 -4.282 -0.141
H -1.343 1.811 2.203
H 0.834 4.217 -1.581
H 2.498 -1.144 3.669
H 0.883 -1.552 -3.269
H -4.355 -0.428 -3.677
H -2.296 -1.344 -2.411
H -0.659 -3.667 2.323
H 5.264 -1.640 0.666
H -0.896 2.890 0.751
H -1.440 -2.727 -1.672
H 0.122 1.488 0.994
H 1.111 -1.757 3.430
H 0.008 -4.064 -0.440
H -3.049 0.311 -3.541
H -1.723 0.758 -1.845
H 0.294 -1.043 -0.724
H -3.929 1.591 0.383
H -4.304 -1.008 1.120
H 3.597 -0.066 -1.637
H 1.485 3.748 2.348
H -2.836 3.019 0.284
H -3.614 -1.831 -0.783
H -1.055 -1.284 0.241
H -4.693 -2.976 -0.921
H -3.204 1.986 -1.186
H 0.128 5.598 1.915
H -0.422 -4.000 3.909
H 1.958 -2.267 0.752
H 2.160 -0.103 1.900
H 5.079 -0.362 1.647
H 3.480 -1.346 -2.491
*
```

Results
Gap between HOMO and LUMO = 7.80 eV
Calculated total energy = -46838.6587 eV
Energy relative to the best compared isomer or geometry (same formula, charge and spin) = 456.6 kJ/mol
F_max = 3.1 eV Å⁻¹


No. 10
An isolated molecule of C5H8N2, computed with ωB97M-V/def2-TZVPD.

```
! RIJCOSX wB97M-V def2-TZVPD def2/J DEFGRID3
* xyz 0 1
N -0.011 -1.227 1.176
N 2.358 -0.419 0.155
C -0.985 -0.942 0.120
C 1.868 -0.654 -0.907
C 0.759 -0.099 0.912
C -0.458 0.514 0.162
C -0.364 1.359 -1.090
H -1.020 1.060 0.931
H 0.180 2.286 -0.886
H -0.761 -1.438 -0.834
H 0.149 0.829 -1.894
H 0.376 -2.137 1.386
H -2.030 -1.114 0.403
H 1.278 0.420 1.705
H -1.370 1.634 -1.431
*
```

Results
Gap between HOMO and LUMO = 10.86 eV
Calculated total energy = -8291.6489 eV
Energy relative to the best compared isomer or geometry (same formula, charge and spin) = 323.0 kJ/mol
F_max = 1.5 eV Å⁻¹